87
Properties=species:S:1:pos:R:3:forces:R:3:lowdin_charge:R:1 method="wB97M-V/def2-TZVPD" orbital_gap_ev="4.60 / 4.59" relative_energy_kj_mol=0.0 multiplicity=2 energy_ha=-3382.78073 e_lumo_ev="2.414 / 2.375" total_charge=-1
Ce -0.42080 0.97196 3.65393 -2.1487 0.4190 0.9180 0.513
Cl -2.33080 0.71430 1.94353 -1.2202 -0.4952 -0.8412 0.015
P -0.54014 0.24722 -0.95632 0.3571 -0.1617 0.4266 1.099
C -0.64690 3.07760 3.56499 -0.1238 0.7408 0.3396 -0.458
H -0.27828 3.82952 4.27459 0.0574 0.3608 -0.3163 -0.107
H -1.17234 3.44693 2.66131 0.0546 0.2509 0.5009 -0.099
C 0.81845 -0.65683 -1.90177 -0.6181 0.2283 -0.0129 -0.448
C -0.48387 2.05616 -1.46941 -0.1628 -0.5413 0.1156 -0.435
C 2.18958 -0.07147 -1.53106 0.0744 -0.0772 0.0234 -0.223
H 0.75226 -1.66617 -1.44837 0.0991 0.2351 -0.1206 0.106
C 3.32360 -0.97176 -2.03467 -0.1643 0.0453 0.1070 -0.202
H 2.29975 0.92917 -1.97722 0.0154 -0.2710 0.1213 0.100
H 2.28505 0.06173 -0.44511 -0.2101 -0.0596 -0.2889 0.091
C 3.20462 -1.27528 -3.53183 -0.0018 0.0645 -0.0283 -0.209
H 4.28325 -0.48883 -1.81444 -0.0427 -0.1486 -0.0721 0.105
H 3.29850 -1.90981 -1.46325 0.0085 0.0582 -0.0765 0.113
C 1.80063 -1.73526 -3.94615 -0.0696 -0.0149 0.0189 -0.204
H 3.47314 -0.37576 -4.10178 -0.0677 -0.0299 0.0494 0.110
H 3.93218 -2.04746 -3.80471 -0.0038 0.0899 -0.0493 0.100
C 0.68680 -0.82305 -3.41643 0.3483 -0.0727 -0.1296 -0.219
H 1.73010 -1.79048 -5.03899 0.0941 -0.0912 0.0728 0.102
H 1.62746 -2.74937 -3.56096 0.0281 0.0507 -0.0273 0.110
H 0.75550 0.15734 -3.90678 0.0043 -0.2639 0.0714 0.096
H -0.28967 -1.24677 -3.68374 0.2936 0.0498 0.0655 0.083
C -2.17312 -0.37433 -1.64327 0.3532 0.3666 0.1595 -0.460
C 0.06011 2.36275 -2.86317 -0.1247 0.3058 -0.0962 -0.227
H -1.54536 2.36591 -1.42954 0.2431 -0.0026 0.0315 0.115
C -0.01304 3.86658 -3.14536 0.0866 -0.0153 0.0484 -0.205
H 1.10723 2.03553 -2.92660 -0.2575 0.1531 -0.0644 0.091
H -0.50163 1.82068 -3.63753 0.1598 0.1262 0.2164 0.090
C 0.73119 4.68668 -2.08582 0.0358 -0.0737 0.0113 -0.212
H 0.40191 4.06924 -4.13986 -0.0704 0.0782 0.0516 0.102
H -1.06918 4.16760 -3.16509 0.0675 0.0014 -0.0003 0.111
C 0.29780 4.34009 -0.65788 -0.1296 -0.0743 0.0407 -0.192
H 1.81084 4.51004 -2.18550 -0.0703 -0.0403 -0.0302 0.109
H 0.56889 5.75468 -2.26865 0.0773 -0.0455 -0.0020 0.100
C 0.28024 2.83200 -0.38206 0.0182 0.0652 0.0195 -0.219
H 0.96496 4.82595 0.06469 -0.1721 -0.0162 -0.0749 0.110
H -0.71073 4.73929 -0.48206 0.0938 -0.0318 -0.0025 0.115
H 1.31541 2.46579 -0.31995 -0.2264 0.0009 -0.1117 0.092
H -0.16957 2.63851 0.60520 0.1715 0.0718 -0.2968 0.079
C -2.22591 -1.91143 -1.56932 -0.0650 0.1596 -0.0932 -0.220
H -2.86797 0.02632 -0.87903 0.1172 -0.1935 -0.2054 0.081
C -3.60854 -2.44741 -1.96253 0.0432 0.1304 0.1006 -0.206
H -1.46469 -2.34600 -2.23529 -0.1294 0.0677 0.0722 0.099
H -1.97959 -2.23843 -0.54812 -0.0103 0.1165 -0.1937 0.100
C -4.10130 -1.89415 -3.30428 0.1095 0.0281 -0.0217 -0.212
H -3.57288 -3.54204 -1.99894 -0.0951 0.0658 0.0065 0.102
H -4.32329 -2.17418 -1.17511 0.0575 -0.0059 -0.0728 0.113
C -3.99392 -0.36740 -3.39507 -0.0068 0.0953 0.0914 -0.205
H -3.52128 -2.34834 -4.11848 0.0261 0.0479 0.0506 0.108
H -5.14451 -2.19184 -3.46011 0.0967 -0.0212 -0.0407 0.100
C -2.60959 0.16906 -3.00823 -0.0884 -0.3030 -0.1370 -0.217
H -4.23937 -0.03422 -4.41051 -0.0766 -0.0509 0.0934 0.103
H -4.73412 0.08370 -2.72101 0.0260 -0.0579 -0.0496 0.113
H -1.87876 -0.11591 -3.77933 -0.2278 0.0795 0.1275 0.092
H -2.64199 1.26756 -2.99244 0.0296 -0.2566 0.0228 0.101
C -0.03238 -2.72275 3.19863 0.9461 -0.9265 -1.0379 -0.088
C -0.40442 -1.91956 4.16309 -0.3233 0.6325 1.9496 -0.209
H 0.95874 -2.61361 2.73685 -0.2774 -0.2170 0.5085 0.109
C -1.82809 -1.86275 4.67807 -0.4245 -0.3521 -0.0354 -0.209
H 0.33047 -1.32377 4.74868 -0.2469 -0.3578 -0.8111 0.086
C -2.50660 -3.25087 4.61586 0.3189 0.1455 0.2202 -0.194
H -1.87390 -1.48749 5.71251 0.1036 -0.0805 -0.2383 0.115
H -2.41573 -1.15717 4.05515 0.2212 -0.2558 0.1763 0.068
C -2.29764 -3.95662 3.27160 -0.2247 0.1498 -0.2761 -0.192
H -2.08701 -3.87735 5.41593 -0.0353 0.1414 -0.0772 0.109
H -3.58073 -3.14116 4.82352 0.2444 -0.0975 -0.0735 0.107
C -0.88457 -3.82966 2.64903 -0.5959 -0.0611 -0.4084 -0.173
H -2.52978 -5.02090 3.39595 -0.0517 0.1462 -0.0555 0.100
H -3.02824 -3.56614 2.55260 0.1055 0.0251 0.1289 0.107
H -0.38283 -4.80894 2.73875 0.2272 0.4843 0.1303 0.109
H -1.00138 -3.68613 1.56324 0.0508 -0.0180 0.1993 0.102
F 2.71076 3.16477 3.92333 0.3684 -1.4028 0.5647 0.170
C 2.83555 1.87141 4.31124 -1.2779 1.4479 0.8272 -0.463
F 3.94987 1.74556 5.05304 -0.5703 0.1782 -0.1990 0.169
F 1.74391 1.62301 5.15923 1.3954 0.1684 -0.5408 0.060
C 2.76452 0.89662 3.12685 -1.6378 -0.2898 -0.9928 -0.282
O 1.45320 0.69622 2.67550 4.7447 -0.2819 0.0391 -0.299
C 3.62455 1.49449 2.00285 -0.2293 0.7641 -1.3828 -0.490
F 4.78170 2.03674 2.45497 -0.4274 -0.2592 -0.3445 0.152
F 3.94273 0.56269 1.06216 -0.0224 0.6215 0.7413 0.142
F 2.92237 2.47102 1.37220 0.9215 -0.8139 0.5005 0.152
C 3.38981 -0.43725 3.56670 -0.1801 -1.1541 -0.0330 -0.489
F 4.74160 -0.39806 3.63495 -0.7253 -0.2372 0.0510 0.155
F 2.91775 -0.80915 4.79548 0.4099 0.1395 -0.8144 0.140
F 3.03944 -1.41913 2.69696 0.5292 0.6232 0.7655 0.145



80
Properties=species:S:1:pos:R:3:forces:R:3:lowdin_charge:R:1 method="wB97M-V/def2-TZVPD" orbital_gap_ev="6.69 / 6.68" relative_energy_kj_mol=60.2 multiplicity=3 energy_ha=-2570.37989 e_lumo_ev="0.299 / 0.231" total_charge=0
P 0.03224 -0.70029 -0.66990 -0.1000 -0.0998 -2.4345 1.044
C 1.58138 -0.12947 -1.66657 -0.3325 -0.2756 0.6130 -0.432
C 1.75984 -0.53081 -3.14101 -0.1390 0.0452 -0.4230 -0.220
C 3.13379 -0.12298 -3.68730 0.0844 -0.0530 0.4027 -0.190
C 3.47430 1.35354 -3.42580 -0.0411 0.1406 -0.0568 -0.200
C 3.11543 1.84656 -2.01350 -0.1385 -0.2296 0.1264 -0.189
C 1.71413 1.38914 -1.57491 0.3083 0.2869 0.0108 -0.237
C -1.37870 0.13227 -1.65148 0.2691 -0.1006 0.6299 -0.442
C -1.23243 0.23458 -3.17002 -0.1354 0.1844 -0.3507 -0.219
C -2.50274 0.76911 -3.84485 -0.0958 -0.0641 0.3168 -0.190
C -2.99536 2.07858 -3.20886 0.0685 0.1431 -0.0132 -0.202
C -2.97406 2.08658 -1.67064 0.1221 -0.2177 0.1469 -0.189
C -1.66462 1.52285 -1.08309 -0.3537 0.2582 -0.0062 -0.237
C -0.13821 -2.37631 -1.54185 0.0160 -0.0144 -0.1656 -0.454
C 1.08751 -3.27520 -1.28545 0.0157 -0.2355 0.2264 -0.213
C 0.97947 -4.66259 -1.94438 -0.1271 0.1564 -0.1199 -0.199
C -0.36164 -5.36233 -1.69370 0.0097 0.0881 0.2116 -0.211
C -1.57002 -4.46710 -1.98465 0.1650 0.1993 -0.1180 -0.200
C -1.49352 -3.07489 -1.32712 -0.1350 -0.2220 0.2831 -0.209
H 2.39029 -0.60789 -1.08498 -0.0266 0.3137 -0.1015 0.089
H 1.00956 -0.02029 -3.75284 0.3327 -0.2406 0.1691 0.084
H 1.62095 -1.60405 -3.31926 0.0783 0.2245 0.0874 0.095
H 3.16313 -0.33282 -4.76955 0.0906 0.0522 0.3583 0.112
H 3.88862 -0.75868 -3.20528 0.0285 0.0763 -0.1019 0.111
H 4.54938 1.49543 -3.58332 -0.1401 0.0977 -0.1125 0.104
H 2.95526 1.98314 -4.16375 0.0407 -0.1218 0.1094 0.111
H 3.84098 1.44434 -1.29150 -0.0854 0.1155 -0.0901 0.114
H 3.16744 2.94498 -1.96245 0.1235 -0.2948 -0.0567 0.110
H 1.50685 1.74550 -0.55646 0.0617 -0.0685 -0.1363 0.081
H 0.96632 1.85853 -2.23343 0.2143 -0.1173 0.1639 0.097
H -2.24203 -0.51808 -1.43123 0.1084 0.2987 0.0583 0.092
H -3.28556 0.00157 -3.76749 0.0393 0.1128 -0.0271 0.112
H -0.97840 -0.72360 -3.64492 -0.0193 0.2616 0.1859 0.104
H -0.42640 0.94434 -3.39902 -0.2747 -0.1605 0.0784 0.092
H -2.29684 0.92241 -4.91758 -0.1683 -0.0602 0.3216 0.112
H -4.01939 2.27155 -3.54940 0.1633 0.1203 -0.0167 0.104
H -2.37257 2.90843 -3.57298 -0.0596 -0.1228 0.0309 0.110
H -3.12884 3.10854 -1.29237 -0.0649 -0.2680 -0.1502 0.111
H -3.80523 1.46955 -1.29726 0.1196 0.1225 -0.0183 0.114
H -1.73043 1.48118 0.01333 -0.0617 0.0395 -0.2128 0.068
H -0.83496 2.20506 -1.31763 -0.1822 -0.1344 0.0121 0.098
H -0.13146 -2.10889 -2.61332 0.1179 -0.1909 0.3770 0.079
H 2.00173 -2.79482 -1.66706 -0.2995 -0.0489 0.1667 0.093
H 1.26172 -3.40538 -0.20662 -0.2038 0.0533 -0.0719 0.115
H 1.11873 -4.54374 -3.02849 -0.0240 -0.0193 0.0957 0.112
H 1.80179 -5.29769 -1.58499 -0.1555 0.1395 -0.1414 0.109
H -0.40546 -5.69466 -0.64744 0.0174 0.0408 -0.0841 0.111
H -0.42126 -6.26118 -2.31881 0.0060 0.0548 0.1637 0.105
H -2.49262 -4.96659 -1.65750 0.1797 0.1006 -0.1272 0.109
H -1.65232 -4.32619 -3.07178 0.0218 -0.0440 0.0931 0.112
H -2.29829 -2.47051 -1.77306 0.2659 -0.1031 0.1966 0.098
H -1.74277 -3.15728 -0.25913 0.1837 0.0065 -0.0807 0.100
W -0.08666 -0.22389 2.58982 -0.2133 2.9944 0.3260 0.679
Cl -2.19185 -0.70916 1.88112 -1.6020 -0.7031 -0.2922 -0.031
Cl 2.06958 -0.10614 1.91683 1.9558 -0.0856 -0.1657 -0.051
C -0.34495 1.39990 3.71399 -0.0734 -1.4255 -0.1544 -0.317
H -0.70800 1.16860 4.73656 0.1892 0.3327 -0.4531 0.040
C -0.37829 2.80662 3.41533 0.0365 0.0773 -0.0971 -0.331
C -1.07638 3.67594 4.29663 0.5189 -0.1230 -1.0523 -0.059
C -1.31748 4.97430 3.88842 0.1505 0.4251 -0.3137 -0.106
C -0.85286 5.43346 2.64371 0.1662 -0.1264 -0.2511 -0.106
C -0.06748 4.59770 1.82482 0.0084 0.1713 0.2975 -0.096
C 0.22059 3.29804 2.23135 -0.5041 0.3536 0.3601 -0.072
H -1.41766 3.29256 5.25332 -0.1038 0.0565 -0.1532 0.102
H -1.87100 5.65349 4.53291 0.0602 -0.0755 -0.1063 0.096
H 0.33555 4.96163 0.87297 -0.1719 -0.0093 0.4083 0.100
H 0.89569 2.64322 1.66784 -0.4268 0.2296 0.0830 0.068
H -1.07647 6.45349 2.30739 0.0782 -0.4561 0.2269 0.095
C 1.66357 0.39543 6.02413 0.6827 0.4714 0.1288 -0.004
C 0.79881 -0.72417 5.59117 -1.2009 -0.1952 -1.4398 -0.350
N 0.05952 -0.95799 4.47327 0.0374 -1.9223 2.1162 -0.176
C -0.73004 -2.12360 4.73270 1.2120 1.0916 0.5652 -0.102
C -0.39140 -2.58044 5.96237 -0.2250 -0.1107 0.0293 -0.072
N 0.54849 -1.69617 6.47558 -0.3258 -0.7451 0.3654 0.093
H 1.33062 0.69918 7.03319 0.1519 -0.0444 -0.3900 0.096
H 2.70274 0.03421 6.11594 -0.3003 0.2255 -0.0813 0.096
H 1.64879 1.28696 5.38507 -0.1259 -0.5457 -0.0250 0.080
H -1.50563 -2.41276 4.03785 0.2769 -0.1761 0.0761 0.071
H -0.76172 -3.44140 6.50275 0.1515 0.2674 0.0251 0.115
H 0.95923 -1.70247 7.40563 -0.2912 -0.1780 -0.4509 0.170



86
Properties=species:S:1:pos:R:3:forces:R:3:lowdin_charge:R:1 method="wB97M-V/def2-TZVPD" orbital_gap_ev="8.58 / 8.39" relative_energy_kj_mol=60.3 multiplicity=5 energy_ha=-3366.39247 e_lumo_ev="-5.693 / -5.873" total_charge=+2
Fe 0.68536 0.21038 1.01431 0.6785 0.0923 -0.0020 0.949
C 3.08431 2.98012 -1.85893 0.0550 0.0402 0.3597 -0.010
C 3.93177 3.69166 -1.02545 -0.1234 -0.1424 -0.0854 -0.018
C 4.07629 3.27656 0.28924 -0.1588 -0.3108 0.2010 0.014
C 3.33596 2.18621 0.74822 0.0536 0.4288 -0.5322 -0.221
N 2.44501 1.56531 -0.04290 -0.3361 -0.4552 0.5608 0.056
C 2.35658 1.92759 -1.31529 0.0445 0.1602 -0.5545 -0.110
C 3.51934 1.60453 2.08907 0.2225 -0.0980 0.6136 -0.195
C 4.59781 1.93344 2.91193 -0.2749 -0.1832 -0.0708 0.028
C 4.71879 1.29358 4.13324 -0.2213 -0.0263 -0.1373 -0.001
C 3.79348 0.32805 4.49360 -0.1794 -0.0446 -0.2171 0.026
C 2.76177 0.01825 3.60453 0.5369 0.4478 0.0769 -0.190
N 2.63009 0.67633 2.45127 -0.6330 -0.0931 -0.4346 0.107
C 1.79335 -1.06924 3.83883 -0.3033 -0.4479 0.2302 -0.193
C 1.93983 -1.97978 4.88544 -0.0938 0.2345 -0.2598 0.024
C 1.02496 -3.00968 5.02658 -0.0587 0.0614 -0.1978 -0.009
C -0.00740 -3.11971 4.10806 0.1179 0.1813 0.0630 -0.015
C -0.08004 -2.17889 3.09390 -0.1672 -0.2538 0.1556 -0.125
N 0.78315 -1.17758 2.95875 0.0321 0.5197 -0.6108 0.054
H 2.98194 3.22826 -2.90158 -0.0272 -0.0004 -0.1433 0.120
H 4.49317 4.53798 -1.39159 0.0508 0.0464 -0.0368 0.125
H 4.76287 3.79325 0.94220 0.0058 0.0015 0.0318 0.116
H 1.72335 1.30410 -1.93485 -0.1294 0.0475 -0.0756 0.066
H 5.34039 2.65060 2.60779 0.0432 0.0839 -0.0672 0.117
H 5.53675 1.53428 4.79214 0.0964 0.0307 0.0971 0.128
H 3.88825 -0.16844 5.44484 -0.0168 -0.0782 0.0384 0.116
H 2.76430 -1.89591 5.57425 0.0381 0.0028 0.0338 0.116
H 1.12702 -3.72108 5.83087 0.0036 -0.0665 0.0783 0.127
H -0.73851 -3.90769 4.17985 -0.0812 -0.0766 -0.0477 0.121
H -0.86339 -2.23261 2.35254 -0.1149 -0.0728 -0.1273 0.103
N -1.41752 1.55172 -1.19800 0.1841 -0.4021 0.0806 0.195
C -2.38117 2.58013 -0.74416 -0.4211 0.5220 0.1018 -0.264
C -1.68810 3.69406 0.04306 0.1286 -0.2220 0.1527 -0.081
C -1.26768 3.34922 1.47829 -0.4606 0.2537 0.0968 -0.342
N -0.02406 2.55397 1.50809 0.5921 -0.4249 -0.0498 0.038
C -2.38515 2.63746 2.24334 0.1986 -0.1508 -0.2685 -0.097
C -2.97686 1.45471 1.47700 -0.4065 0.4299 0.2756 -0.342
N -1.98615 0.36947 1.38992 0.2051 -0.2854 -0.0401 0.035
C -3.46304 1.90795 0.09542 0.2429 -0.1848 0.0937 -0.079
H -0.59642 1.92561 -1.68222 -0.0921 -0.0031 0.0042 0.149
H -1.80442 0.80501 -1.83396 -0.0093 0.4355 0.2683 0.121
H -1.08528 0.99940 -0.37459 -0.2677 0.3264 -0.6285 0.066
H -2.83691 3.03075 -1.63328 0.1360 -0.1907 0.0680 0.161
H -2.39495 4.52147 0.11051 0.0084 0.0433 -0.0839 0.140
H -0.82046 4.05983 -0.50950 0.0303 0.1336 -0.0925 0.126
H -1.08643 4.31060 1.98645 0.0160 -0.2394 -0.1343 0.153
H 0.25602 2.46775 2.48450 0.0975 0.1125 -0.0655 0.094
H 0.70334 3.10364 1.05304 0.0663 -0.0862 0.1353 0.083
H -3.17977 3.35441 2.44611 -0.0409 0.0320 0.0534 0.136
H -2.00163 2.29956 3.20950 -0.0537 0.0329 0.0829 0.125
H -3.86620 1.11357 2.02773 0.1578 0.0216 -0.1069 0.153
H -2.38146 -0.40419 0.85922 0.0986 -0.0972 0.0688 0.096
H -1.81583 0.02528 2.33139 -0.0809 -0.0778 -0.0041 0.082
H -4.27247 2.62213 0.25048 -0.0256 -0.0222 -0.0733 0.141
H -3.87623 1.06028 -0.45031 -0.1517 -0.0850 -0.0778 0.130
C -1.42428 -3.63663 -0.86818 0.1897 0.0658 -0.1287 -0.022
C 0.00178 -3.68219 -1.40274 -0.0606 -0.9211 0.5862 -0.605
C 1.03348 -3.63206 -0.27473 -0.1087 0.1928 -0.2195 -0.016
C 0.19502 -4.93192 -2.25734 0.0098 0.3444 0.0860 -0.007
O 0.26178 -2.57434 -2.28733 -0.0894 0.8358 -0.2847 -0.136
P -0.16280 -1.07985 -2.05875 0.0919 0.5210 0.3317 0.317
O 0.71191 -0.10060 -2.73649 0.0777 -0.2839 -0.3097 -0.261
O -0.30150 -0.79434 -0.54969 0.4812 0.2198 1.1759 -0.401
O -1.70438 -0.86276 -2.56767 0.6777 -0.4178 0.7042 -0.202
C -1.99676 -0.85170 -3.99544 -0.5033 0.1185 -1.0163 -0.610
C -3.49049 -1.14380 -4.12684 0.3997 -0.0091 0.1791 -0.012
C -1.67267 0.52918 -4.56337 0.0838 -0.2499 0.1629 -0.026
C -1.18226 -1.90495 -4.73063 -0.0257 0.0200 0.1937 -0.021
H -1.61890 -4.51530 -0.26045 0.0024 -0.1079 0.0604 0.100
H -2.12479 -3.62961 -1.69694 -0.1846 -0.0029 -0.0914 0.089
H -1.57585 -2.74262 -0.27113 -0.1202 0.0294 0.1307 0.053
H 0.88858 -4.45806 0.41803 -0.0281 -0.0656 0.0336 0.096
H 0.95200 -2.68429 0.26564 0.0020 -0.1982 0.0205 0.044
H 2.03055 -3.70137 -0.70120 0.1439 -0.0270 0.0175 0.097
H 0.11229 -5.82249 -1.64375 -0.0103 -0.1267 0.1129 0.097
H 1.17149 -4.91889 -2.73007 0.1518 -0.0095 -0.0423 0.097
H -0.56234 -4.97816 -3.03367 -0.1039 -0.0103 -0.1172 0.087
H -4.08130 -0.43293 -3.55392 -0.0694 0.1186 0.0539 0.083
H -3.71841 -2.14716 -3.77711 -0.0326 -0.1059 0.0457 0.089
H -3.77605 -1.06837 -5.17202 -0.0670 0.0039 -0.0895 0.099
H -2.29694 1.30204 -4.11710 -0.1561 0.1243 0.0558 0.080
H -1.85798 0.51881 -5.63237 -0.0921 0.0969 -0.1238 0.100
H -0.62458 0.75810 -4.39953 0.0937 0.0772 -0.0294 0.073
H -1.41543 -2.89987 -4.36090 -0.0219 -0.1155 -0.0133 0.086
H -0.11934 -1.72360 -4.59077 0.0903 -0.0359 -0.2211 0.082
H -1.40957 -1.86392 -5.79244 -0.0332 0.0179 -0.0605 0.106



Question: What is the multiplicity in the second record?
Answer: 3



Question: Which value of multiplicity does entry 1 give?
Answer: 2